99
Properties=species:S:1:pos:R:3:lowdin_charge:R:1 method="wB97M-V/def2-TZVPD" spin_multiplicity=1 e_homo_ev=-12.76 e_lumo_ev=-7.310 total_charge=+3 homo_lumo_gap_ha=0.200
C -1.51 -4.41 -5.09 0.0380
C -2.04 -4.13 -3.73 -0.3978
O -1.81 -4.82 -2.79 0.1847
N -2.80 -2.83 -3.57 0.1294
H -2.17 -2.04 -3.51 0.1864
H -3.43 -2.61 -4.32 0.1788
C -3.69 -2.86 -2.29 0.0370
H -0.97 -5.36 -5.13 0.1115
H -0.96 -3.63 -5.62 0.1176
H -2.38 -4.72 -5.67 0.1088
H -4.30 -1.97 -2.16 0.1036
H -3.02 -2.97 -1.43 0.0968
H -4.28 -3.78 -2.33 0.1045
C -4.24 -0.53 8.52 0.0345
C -3.13 -0.02 7.55 -0.3118
O -3.34 0.92 6.76 0.1383
N -1.74 -0.67 7.71 0.1070
H -1.07 0.03 8.03 0.1767
H -1.77 -1.34 8.46 0.1636
C -1.42 -1.33 6.31 0.0745
H -4.25 -1.60 8.70 0.0885
H -5.16 -0.28 8.00 0.1027
H -4.21 -0.23 9.57 0.1058
H -2.05 -2.21 6.16 0.1119
H -0.37 -1.56 6.50 0.1018
H -1.55 -0.62 5.49 0.1066
C 9.34 -1.08 0.19 0.0289
C 8.02 -0.71 0.88 -0.3036
O 7.69 -1.15 2.00 0.1235
N 7.07 0.23 0.09 0.1147
H 7.36 0.34 -0.87 0.1707
H 6.14 -0.16 0.07 0.1812
C 7.17 1.66 0.70 0.0528
H 10.20 -1.45 0.75 0.1070
H 9.73 -0.20 -0.33 0.0901
H 9.20 -1.83 -0.58 0.1117
H 6.52 2.32 0.12 0.1106
H 8.23 1.91 0.68 0.1089
H 6.79 1.64 1.72 0.1031
C -6.18 4.76 -2.43 0.0337
C -7.15 4.27 -3.50 -0.3967
O -7.45 3.16 -3.63 0.2251
N -7.43 5.29 -4.60 0.0896
H -7.37 6.21 -4.19 0.1589
H -6.74 5.20 -5.34 0.1951
C -8.85 5.33 -5.12 0.0474
H -5.24 4.85 -2.97 0.1087
H -5.97 4.07 -1.62 0.1048
H -6.45 5.75 -2.08 0.0903
H -9.54 5.37 -4.28 0.1159
H -8.82 4.31 -5.50 0.1074
H -9.04 6.06 -5.91 0.1195
C -0.19 8.69 2.94 0.0430
C -0.62 7.19 2.82 -0.3534
O -1.74 6.81 2.59 0.1719
N 0.39 6.19 3.34 0.1091
H 0.38 5.31 2.86 0.1809
H 1.28 6.66 3.21 0.1679
C 0.11 5.87 4.84 0.0608
H -1.11 9.26 3.08 0.1057
H 0.44 9.01 2.11 0.1056
H 0.33 8.88 3.87 0.0891
H -0.83 5.31 4.91 0.1092
H -0.02 6.80 5.39 0.1042
H 0.99 5.36 5.22 0.1056
C 3.42 -6.11 1.72 0.0464
C 3.70 -6.04 3.23 -0.4051
O 3.76 -5.06 3.86 0.2102
N 4.09 -7.35 3.86 0.0913
H 4.20 -8.04 3.13 0.1703
H 4.96 -7.34 4.37 0.1798
C 3.13 -7.89 4.93 0.0571
H 3.17 -5.13 1.32 0.1051
H 2.64 -6.77 1.33 0.1022
H 4.39 -6.36 1.28 0.1087
H 2.21 -7.96 4.35 0.1099
H 3.17 -7.19 5.77 0.1105
H 3.41 -8.88 5.28 0.1135
P 5.23 -4.27 -4.93 0.1861
F 4.05 -3.15 -4.58 -0.2148
F 5.93 -3.68 -3.54 -0.2406
F 4.51 -5.46 -4.17 -0.1613
F 6.46 -5.26 -5.18 -0.1697
F 4.54 -4.76 -6.38 -0.2040
F 6.06 -3.11 -5.74 -0.1953
P 0.76 1.29 -0.39 0.1086
F -0.60 1.51 0.40 -0.1770
F 1.00 2.81 -0.52 -0.1483
F 1.52 1.40 1.10 -0.2397
F 2.14 1.02 -1.22 -0.1754
F 0.54 -0.36 -0.23 -0.2086
F -0.07 1.41 -1.75 -0.1587
P -3.88 1.26 -8.35 0.2027
F -3.93 2.86 -8.69 -0.2014
F -3.45 1.36 -6.77 -0.2050
F -5.45 1.41 -8.13 -0.1837
F -4.06 -0.34 -8.28 -0.1864
F -4.24 1.19 -10.00 -0.2319
F -2.25 1.08 -8.63 -0.1936

12
Properties=species:S:1:pos:R:3:lowdin_charge:R:1 method="wB97M-V/def2-TZVPD" spin_multiplicity=1 e_homo_ev=-10.21 relative_energy_kcal_mol=77.7 e_lumo_ev=0.167 homo_lumo_gap_ha=0.381
C -0.37 -1.30 0.19 -0.1071
C 0.35 -0.14 -0.42 -0.6206
C -0.02 1.13 0.47 -0.4838
H -0.05 -1.56 1.18 0.0412
H -1.45 -0.64 0.56 0.1457
H -0.59 -2.31 -0.46 0.1313
H 1.54 -0.41 -0.24 0.1714
H 0.20 1.09 -2.02 0.2649
H 0.32 1.77 -0.35 0.0498
H -1.02 1.22 0.84 0.0456
O 0.11 -0.18 -1.81 -0.1222
Cl 0.97 1.32 2.05 0.4839

26
Properties=species:S:1:pos:R:3:lowdin_charge:R:1 method="wB97M-V/def2-TZVPD" spin_multiplicity=2 e_homo_ev="-14.61 / -14.59" relative_energy_kcal_mol=0.0 e_lumo_ev="-3.956 / -10.985" total_charge=+1 homo_lumo_gap_ha="0.391 / 0.133"
C 2.98 -0.14 -1.57 -0.0853
C 1.89 -0.24 -0.49 -0.3062
C 0.94 0.96 -0.43 -0.1143
H 3.96 0.16 -1.21 0.0788
H 2.68 0.58 -2.32 0.0654
H 3.08 -1.11 -2.04 0.0702
H 2.37 -0.35 0.50 0.0899
H 1.40 -1.22 -0.56 0.0804
H 1.35 1.79 0.12 0.0975
H 0.72 1.29 -1.46 0.0756
H -0.07 0.65 -0.18 0.0268
H -3.23 1.41 -1.60 0.0562
H -1.87 0.94 -2.03 0.0468
O -2.29 1.58 -1.44 -0.0261
H -0.61 -1.58 1.96 0.0769
H -0.08 -2.33 0.71 0.1015
O -0.90 -2.03 1.14 0.0308
H 1.26 -0.10 1.82 0.0253
H -0.21 0.44 2.30 0.0266
O 0.54 -0.18 2.47 -0.0324
H -3.47 -2.23 -0.61 0.1596
H -2.15 -1.90 0.37 0.0510
O -2.98 -1.53 -0.12 0.3570
H -1.69 1.68 0.78 0.0272
H -2.25 1.72 2.18 0.0705
O -1.40 1.73 1.71 -0.0497

100
Properties=species:S:1:pos:R:3:lowdin_charge:R:1 method="wB97M-V/def2-TZVPD" spin_multiplicity=1 e_homo_ev=-11.34 e_lumo_ev=-3.674 total_charge=+1 homo_lumo_gap_ha=0.282
O 1.74 -2.38 -1.73 -0.1879
O 0.69 -0.56 -3.44 -0.2502
C 2.78 -2.15 -0.77 -0.2556
C 2.89 -3.16 0.35 -0.0661
H 2.61 -1.16 -0.33 0.0830
H 3.70 -2.10 -1.36 0.1282
H 2.15 -2.95 1.13 0.0489
H 3.88 -3.06 0.81 0.0858
H 2.78 -4.20 0.01 0.0950
C 0.46 -2.77 -1.22 -0.2597
C -0.15 -3.77 -2.17 -0.0558
H -0.15 -1.86 -1.15 0.0938
H 0.53 -3.20 -0.21 0.1035
H -0.35 -3.30 -3.14 0.0407
H -1.09 -4.16 -1.78 0.0834
H 0.54 -4.61 -2.32 0.0922
C -0.48 -0.02 -4.08 -0.2480
C 1.75 -0.95 -4.34 -0.2584
C -1.70 -0.84 -3.75 -0.0613
H -0.33 0.02 -5.18 0.1275
H -0.61 1.02 -3.73 0.0905
H -1.62 -1.85 -4.16 0.0749
H -2.59 -0.36 -4.18 0.0810
H -1.86 -0.91 -2.66 0.0607
C 1.39 -2.14 -5.18 -0.0576
H 2.60 -1.17 -3.69 0.1014
H 2.01 -0.09 -4.98 0.1182
H 1.11 -2.98 -4.54 0.0647
H 2.27 -2.43 -5.76 0.0873
H 0.58 -1.91 -5.88 0.0801
H 1.04 -0.18 -1.65 0.0523
N -0.68 -0.46 3.06 0.0268
C -1.47 0.10 4.00 -0.3187
C -2.12 1.31 3.82 -0.0572
C -2.38 1.96 2.61 -0.2903
C -1.71 -0.68 5.26 0.0192
H -0.77 -1.06 5.69 0.1003
H -2.39 -1.53 5.10 0.1022
H -2.17 0.00 5.99 0.0960
C -3.54 2.89 2.49 0.0184
H -4.27 2.56 1.74 0.1057
H -3.24 3.92 2.24 0.0917
H -4.06 2.92 3.46 0.0947
N -1.60 1.79 1.53 0.0334
C -0.33 -1.85 3.14 -0.2082
C 0.91 -2.25 3.69 -0.2283
C 1.88 -1.25 4.25 -0.0348
C 1.21 -3.61 3.74 -0.0464
H 2.17 -3.91 4.18 0.1224
C 0.31 -4.56 3.27 -0.0569
H 0.56 -5.62 3.32 0.1128
C -0.92 -4.16 2.76 -0.0348
H -1.65 -4.89 2.40 0.1185
C -1.27 -2.81 2.71 -0.2167
C -2.63 -2.39 2.25 -0.0227
C -1.89 2.41 0.27 -0.2287
C -1.34 3.67 -0.03 -0.2110
C -0.65 4.46 1.04 -0.0284
C -1.45 4.15 -1.34 -0.0373
H -0.99 5.11 -1.58 0.1244
C -2.13 3.42 -2.31 -0.0700
H -2.20 3.79 -3.33 0.1182
C -2.76 2.21 -1.97 -0.0371
H -3.35 1.66 -2.71 0.1152
C -2.65 1.69 -0.68 -0.2198
C -3.29 0.39 -0.32 -0.0338
Ga 0.04 0.80 1.73 0.7017
H 2.58 -0.90 3.48 0.0799
H 2.48 -1.73 5.03 0.0958
H 1.40 -0.37 4.69 0.0630
H -2.60 -1.62 1.47 0.0544
H -3.25 -2.02 3.08 0.0878
H -3.15 -3.26 1.83 0.0900
H -0.14 5.32 0.59 0.0895
H 0.09 3.87 1.59 0.0446
H -1.36 4.86 1.78 0.0878
H -3.74 0.41 0.68 0.0790
H -2.57 -0.45 -0.35 0.0666
H -4.09 0.15 -1.04 0.0965
H -2.67 1.69 4.68 0.1190
C 1.06 0.74 -0.96 -0.1548
Si 2.19 2.06 -1.76 0.4995
H 0.02 1.11 -0.87 0.0247
H 1.47 0.44 0.03 -0.0106
C 3.86 1.30 -2.15 -0.1613
C 2.46 3.60 -0.71 -0.1638
C 1.46 2.72 -3.36 -0.1572
H 2.00 3.63 -3.64 0.0490
H 0.40 2.98 -3.25 0.0091
H 1.55 2.00 -4.19 0.0253
H 4.47 1.20 -1.24 0.0385
H 4.39 1.96 -2.84 0.0447
H 3.78 0.31 -2.61 0.0144
H 2.81 3.37 0.30 0.0168
H 1.54 4.20 -0.64 0.0164
H 3.22 4.22 -1.20 0.0505
Cl 0.93 2.54 4.04 0.6316
C 1.51 1.84 2.53 -0.6393
H 1.82 2.65 1.87 -0.0146
H 2.35 1.18 2.76 0.0144